[1]
16
Properties=species:S:1:pos:R:3:forces:R:3:nbo_charge:R:1 method="wB97M-V/def2-TZVPD" spin_multiplicity=1 e_tot_ha=-954.7274 e_lumo_ev=-0.67 orbital_gap_ev=8.28 relative_energy_kcal_mol=35.27 total_charge=0 smiles=CCCSSC
C -1.1116 1.9565 -1.1700 0.37 -0.51 1.63 -0.62
C -1.0009 1.0497 0.1064 0.81 -0.15 -0.81 -0.41
C -0.7176 -0.4015 -0.3420 -0.61 0.75 -0.23 -0.55
S 0.7895 -0.6892 -1.2929 1.43 0.84 3.20 0.10
S 2.0050 -0.2262 0.7603 -0.72 -0.22 -2.77 0.11
C 1.9581 -1.9154 1.2663 -0.80 -1.67 -0.15 -0.79
H -1.7419 2.8134 -0.9480 -0.60 -0.21 -0.64 0.22
H -0.1389 2.3951 -1.3799 0.23 -0.15 0.05 0.21
H -1.3097 1.2835 -1.9988 -0.79 0.62 -0.39 0.20
H -0.2174 1.5131 0.7072 0.07 -0.56 0.28 0.21
H -1.8508 0.8728 0.7760 -0.39 0.91 -0.46 0.20
H -0.8416 -1.0744 0.5086 0.29 -0.22 -0.25 0.21
H -1.5282 -0.5782 -1.0598 0.00 -0.48 0.11 0.22
H 2.4310 -2.0870 2.2356 0.04 0.26 -0.11 0.24
H 0.9309 -2.2950 1.3043 -0.13 0.44 0.54 0.21
H 2.3440 -2.6170 0.5267 0.80 0.36 0.01 0.23

[2]
49
Properties=species:S:1:pos:R:3:forces:R:3:nbo_charge:R:1 method="wB97M-V/def2-TZVPD" spin_multiplicity=1 e_tot_ha=-1149.6878 e_lumo_ev=0.74 orbital_gap_ev=9.78 relative_energy_kcal_mol=0.00 total_charge=0 smiles="Cc1ccccc1C(=O)N(C)c1ccccc1C(=O)NCc1ccccc1"
C 1.8844 2.0463 -1.1787 -0.02 0.06 0.03 -0.66
C 1.4554 1.8414 -2.5977 -0.10 -0.10 0.00 0.11
C 2.0929 2.4915 -3.6455 -0.02 -0.02 0.01 -0.24
C 1.6904 2.3010 -4.9558 0.00 0.00 -0.06 -0.19
C 0.6366 1.4499 -5.2400 -0.02 -0.01 -0.09 -0.22
C -0.0032 0.7865 -4.2089 0.04 0.02 0.13 -0.18
C 0.4030 0.9735 -2.8927 0.01 0.32 -0.23 -0.18
C -0.3723 0.2948 -1.8078 -0.01 0.05 0.00 0.70
O -1.0914 0.9114 -1.0349 -0.10 0.22 -0.02 -0.64
N -0.2698 -1.0519 -1.7643 -0.13 -0.21 0.16 -0.46
C 0.7024 -1.8396 -2.4861 0.34 -0.22 -0.21 -0.40
C -1.1867 -1.8051 -0.9670 -0.24 0.04 0.27 0.14
C -2.3246 -2.3141 -1.5782 0.06 0.01 0.05 -0.21
C -3.2192 -3.0831 -0.8570 -0.02 -0.02 -0.06 -0.20
C -2.9733 -3.3576 0.4779 -0.01 0.00 0.05 -0.21
C -1.8408 -2.8523 1.0889 0.07 0.03 -0.04 -0.19
C -0.9437 -2.0639 0.3775 -0.02 -0.20 -0.17 -0.05
C 0.2589 -1.5350 1.1069 -0.20 0.24 -0.27 0.65
O 1.1337 -2.2640 1.5357 0.14 -0.30 0.20 -0.63
N 0.2384 -0.2001 1.2672 0.07 0.33 0.01 -0.61
C 1.1804 0.4857 2.1306 0.08 -0.14 0.08 -0.25
C 0.5425 0.8049 3.4589 0.09 0.10 -0.04 -0.05
C 0.3107 -0.2174 4.3714 0.01 0.01 0.01 -0.16
C -0.3065 0.0501 5.5795 -0.01 -0.08 0.02 -0.22
C -0.6985 1.3426 5.8873 -0.05 0.08 0.07 -0.22
C -0.4741 2.3645 4.9813 -0.07 0.08 0.09 -0.21
C 0.1406 2.0957 3.7702 0.08 -0.08 -0.04 -0.21
H 1.0343 2.3833 -0.5878 0.01 0.02 0.11 0.24
H 2.2421 1.1092 -0.7515 0.04 -0.04 0.12 0.22
H 2.6781 2.7865 -1.1148 0.06 0.01 0.04 0.22
H 2.9138 3.1602 -3.4295 0.08 0.06 0.04 0.21
H 2.1979 2.8202 -5.7552 0.04 0.04 -0.07 0.22
H 0.3143 1.3022 -6.2597 -0.03 0.00 -0.08 0.22
H -0.8306 0.1243 -4.4205 -0.08 -0.09 -0.03 0.21
H 1.4258 -1.1868 -2.9691 -0.01 -0.10 0.02 0.23
H 0.2168 -2.4603 -3.2439 0.04 0.01 -0.01 0.20
H 1.2228 -2.4942 -1.7829 0.01 0.02 -0.06 0.22
H -2.5044 -2.0975 -2.6211 0.01 0.04 -0.10 0.22
H -4.1047 -3.4703 -1.3381 -0.07 -0.03 -0.04 0.22
H -3.6652 -3.9636 1.0429 -0.06 -0.05 0.05 0.22
H -1.6386 -3.0614 2.1287 0.02 -0.03 0.10 0.22
H -0.5107 0.3378 0.8464 -0.01 -0.16 -0.04 0.44
H 1.5225 1.4005 1.6415 0.03 -0.07 0.03 0.20
H 2.0255 -0.1948 2.2720 -0.05 0.19 -0.07 0.24
H 0.6202 -1.2228 4.1263 0.05 -0.14 -0.03 0.21
H -0.4807 -0.7498 6.2842 -0.01 -0.06 0.06 0.21
H -1.1784 1.5525 6.8319 -0.03 0.02 0.07 0.21
H -0.7794 3.3735 5.2171 -0.03 0.08 0.02 0.21
H 0.3126 2.8958 3.0641 0.03 0.08 -0.09 0.21

[3]
44
Properties=species:S:1:pos:R:3:forces:R:3:mulliken_charge:R:1 method="wB97M-V/def2-TZVPD" spin_multiplicity=1 e_tot_ha=-3474.3193 e_lumo_ev=3.71 orbital_gap_ev=4.75 total_charge=-2
Ba 0.0483 2.2254 -1.2814 -4.03 0.35 0.99 1.27
C -0.5722 0.0215 2.2942 0.05 -0.15 -0.06 -0.42
C -1.2393 -1.0229 1.4464 -0.01 -0.01 -0.02 0.45
C -2.1220 -1.9713 2.0160 -0.03 -0.03 0.05 -0.73
C -2.7262 -2.8857 1.2072 0.01 -0.01 0.02 -0.74
C -2.4573 -2.8950 -0.1789 0.15 0.23 -0.02 1.18
C -3.0567 -3.8241 -1.0587 0.00 -0.06 -0.08 -0.88
C -2.7390 -3.7742 -2.3908 0.05 0.03 0.05 -0.43
C -1.8162 -2.8360 -2.8839 -0.02 0.08 0.15 -0.51
C -1.1858 -1.9027 -2.0658 -0.05 -0.02 0.05 0.71
S -0.0064 -0.8079 -2.6915 0.16 0.16 -0.08 -0.37
C -1.5431 -1.9186 -0.6663 -0.09 -0.16 0.03 -0.83
N -0.9712 -1.0028 0.1643 -0.08 -0.04 -0.08 -0.06
H -0.6704 -0.2034 3.3573 0.00 0.04 0.02 0.35
H -1.0297 0.9940 2.1032 -0.04 0.03 0.01 -0.18
H 0.4844 0.0920 2.0289 -0.11 0.02 0.04 0.06
H -2.3086 -1.9593 3.0835 0.00 0.03 -0.02 0.35
H -3.4144 -3.6194 1.6163 0.00 0.01 -0.02 0.35
H -3.7502 -4.5621 -0.6672 0.01 0.06 -0.01 0.30
H -3.2015 -4.4763 -3.0780 0.04 0.03 -0.01 0.33
H -1.5698 -2.8195 -3.9383 -0.02 -0.03 0.02 0.37
I 1.0637 3.1576 2.9941 -0.23 0.19 -0.09 0.07
C -0.9905 3.4293 3.5541 -0.04 0.05 -0.12 -0.91
I -2.4123 3.8293 2.0130 0.19 -0.14 0.03 0.12
H -1.0086 4.2728 4.2296 0.02 0.01 0.07 0.40
H -1.2882 2.5172 4.0511 0.02 -0.05 0.07 0.38
C 4.2288 0.4474 0.5650 -0.03 0.12 0.11 -1.92
C 3.1799 0.2696 -0.5177 -0.18 0.11 0.01 1.76
C 3.4419 -1.0042 -1.3146 0.04 -0.06 -0.02 -1.57
O 1.9024 0.2066 0.1437 0.11 -0.16 -0.58 -0.35
C 3.2584 1.4839 -1.4966 -0.12 0.07 0.13 0.29
O 4.3356 1.7247 -2.0264 -0.21 0.02 0.00 -0.73
O 2.1451 2.1280 -1.6467 4.38 -0.43 -0.83 -0.61
H 4.2995 -0.4551 1.1791 -0.03 0.04 -0.03 0.41
H 3.9640 1.2911 1.2098 0.03 -0.05 -0.04 0.34
H 5.1872 0.6525 0.0908 0.03 -0.01 0.06 0.41
H 3.4749 -1.8656 -0.6398 -0.02 0.05 -0.02 0.36
H 4.3933 -0.9178 -1.8437 -0.04 0.02 0.08 0.39
H 2.6501 -1.1672 -2.0464 -0.02 -0.02 0.01 0.33
H 1.2706 -0.2269 -0.4724 0.12 -0.14 0.22 -0.04
S -2.6833 3.0220 -2.5177 -0.39 -0.28 -0.09 -0.67
S -2.3420 5.0235 -2.7767 0.20 0.36 0.17 -0.22
S -2.0408 5.9077 -0.9202 -0.34 -0.07 -0.15 -0.21
S -0.1822 5.4218 -0.2279 0.48 -0.17 -0.03 -0.63

[4]
84
Properties=species:S:1:pos:R:3:forces:R:3:mulliken_charge:R:1 method="wB97M-V/def2-TZVPD" spin_multiplicity=1 e_tot_ha=-1810.4653 e_lumo_ev=-5.76 orbital_gap_ev=4.29 total_charge=+1
O -0.8619 17.5039 -0.5759 -0.49 0.08 -0.61 -0.34
H -0.2638 16.9187 -1.0464 0.64 -0.42 -0.54 0.45
H -1.5093 17.0130 -0.0646 -0.58 -0.20 0.43 0.43
H -0.3835 18.1374 -0.0360 0.76 1.20 0.97 0.42
O -1.0478 15.1400 4.4785 0.01 0.80 0.18 -0.35
H -0.6106 14.4563 4.9914 0.79 -0.86 0.24 0.46
H -1.8364 15.4086 4.9556 -0.79 0.71 0.64 0.45
H -1.3022 14.8978 3.5851 0.16 -0.47 -0.78 0.44
B 0.1113 19.5646 3.3348 1.51 0.73 -0.20 0.72
F -0.3055 19.2506 4.5997 -0.92 -0.44 0.92 -0.41
F 1.1437 20.4775 3.3790 0.37 0.96 0.22 -0.41
F 0.6649 18.4400 2.7238 0.06 -2.15 -0.92 -0.47
F -0.8876 20.0184 2.4996 -1.46 0.22 -0.48 -0.45
C -1.9703 24.3521 1.6979 -1.62 0.90 0.88 -1.29
C -1.2278 24.8235 2.9700 -0.65 -0.96 -0.48 0.40
C -1.9087 24.3242 4.3355 -1.05 0.49 -0.91 -0.51
O -3.3081 24.6914 4.4738 0.88 -0.47 -1.16 -0.37
C -3.5445 25.9571 5.0129 -0.19 0.12 0.83 -0.68
N 0.0976 24.3019 2.7507 0.71 -0.07 0.80 -0.65
H -2.9979 24.7109 1.7578 -0.20 0.23 -0.07 0.36
H -2.1261 23.2782 1.5955 0.73 -0.17 0.04 0.26
H -1.5277 24.8331 0.8256 0.18 -0.42 0.04 0.36
H -1.1265 25.9011 2.8414 -0.39 0.19 0.68 0.31
H -1.4185 24.5696 5.2775 0.58 0.67 -0.17 0.40
H -1.9171 23.2346 4.3631 0.01 -0.16 -0.51 0.17
H -3.1614 26.8383 4.4984 0.48 -0.21 -0.47 0.27
H -3.1369 25.9381 6.0236 -0.03 0.47 0.33 0.28
H -4.6213 26.1170 5.0663 -0.03 -0.27 0.07 0.26
H 0.0461 23.2946 2.8042 0.29 -0.33 -0.01 0.17
H 0.7136 24.6165 3.4867 0.34 -0.11 0.12 0.24
C 4.3167 16.6597 4.9651 -0.92 0.50 0.51 -1.42
C 5.1125 17.6427 4.1698 1.22 1.43 0.56 0.75
C 5.8730 18.6257 5.1473 0.78 -1.25 -0.18 -0.80
O 7.0253 19.1716 4.5504 1.00 1.32 -0.87 -0.36
C 7.6621 20.2719 5.2564 -0.93 -0.31 -0.51 -0.78
N 6.0625 16.8639 3.3680 0.01 0.54 -0.24 -0.82
H 4.8932 16.2719 5.8050 0.18 -0.42 -0.36 0.37
H 3.9580 15.8942 4.2771 0.00 -0.29 0.32 0.32
H 3.4641 17.1559 5.4287 -0.30 0.01 -0.07 0.36
H 4.4960 18.2601 3.5164 -0.41 0.06 0.03 0.13
H 6.3008 17.9716 5.9070 -0.51 -0.05 0.75 0.34
H 5.2520 19.4121 5.5765 -0.37 -0.15 -0.03 0.45
H 7.6392 20.1005 6.3326 0.13 -0.01 0.04 0.33
H 7.1754 21.2177 5.0182 -0.61 0.01 0.21 0.27
H 8.6741 20.4762 4.9068 0.10 -0.91 -0.06 0.27
H 6.7091 17.5270 2.9652 0.58 0.15 0.12 0.30
H 5.5189 16.6030 2.5577 -0.04 -0.59 -0.24 0.28
C 2.0671 20.1075 9.0833 0.13 0.83 1.69 -1.44
C 0.7055 19.6172 9.5910 0.82 0.83 -1.03 0.31
C -0.3578 20.7366 9.4670 0.63 0.64 1.05 -0.54
O 0.0301 21.7536 10.3915 -0.34 0.05 -0.24 -0.31
C -0.6594 22.9765 10.2124 0.89 0.49 0.37 -0.69
N 0.4113 18.4640 8.7837 -0.93 -0.60 -0.14 -0.76
H 2.8361 19.3354 9.1086 -0.32 -0.28 -0.45 0.40
H 2.3959 20.7833 9.8728 0.23 0.53 -0.32 0.38
H 2.0217 20.6576 8.1434 -0.01 -0.23 -0.10 0.33
H 0.8549 19.3361 10.6335 -0.42 -0.01 0.08 0.33
H -1.3755 20.4172 9.6914 -0.18 -0.51 0.23 0.38
H -0.4314 21.2257 8.4956 0.41 -0.42 -0.58 0.27
H -0.0384 23.7536 10.6579 -0.01 -0.08 0.39 0.26
H -1.6301 23.0100 10.7071 -0.21 -0.22 -0.21 0.27
H -0.6994 23.3047 9.1738 -0.40 -0.43 -0.34 0.26
H -0.5740 18.2751 8.9002 -0.35 -0.44 -0.08 0.28
H 0.5083 18.7731 7.8270 0.03 -0.14 -0.42 0.28
C 4.1279 21.2201 -2.4439 0.95 -0.99 -0.93 -1.43
C 4.1295 20.4151 -1.1488 -0.68 1.28 -0.19 0.36
C 5.0557 20.9439 -0.0558 -0.01 0.39 -1.43 -0.64
O 4.7903 22.3295 0.0977 -0.52 -0.55 1.07 -0.34
C 5.1236 22.7742 1.4243 0.42 0.42 -1.41 -0.69
N 2.7580 20.4913 -0.7227 -1.42 -0.43 1.31 -0.66
H 3.4815 22.0835 -2.6011 0.37 0.48 1.24 0.34
H 3.6684 20.5997 -3.2134 0.62 -0.50 -0.29 0.43
H 5.1779 21.4341 -2.6437 -0.20 0.30 -0.74 0.31
H 4.3665 19.3667 -1.3300 0.28 -0.02 -0.21 0.34
H 6.0923 20.8311 -0.3731 0.33 -0.20 0.12 0.45
H 4.8801 20.3172 0.8186 0.00 0.30 0.52 0.26
H 4.4780 22.3488 2.1926 0.11 -0.18 0.01 0.22
H 5.0281 23.8598 1.4025 -0.13 -0.07 0.15 0.26
H 6.1837 22.5431 1.5289 0.05 -0.08 0.76 0.33
H 2.7577 20.4306 0.2855 -0.34 -0.53 0.49 0.15
H 2.4312 21.4417 -0.8233 -0.01 0.22 -0.39 0.32
O -4.0802 19.5664 4.1388 -0.33 -0.26 -0.16 -0.63
H -3.8521 18.9042 4.7913 0.05 0.03 0.27 0.28
H -3.2569 19.7520 3.6873 0.44 0.28 -0.13 0.35

[5]
17
Properties=species:S:1:pos:R:3:forces:R:3:nbo_charge:R:1 method="wB97M-V/def2-TZVPD" spin_multiplicity=1 e_tot_ha=-496.6197 e_lumo_ev="-4.95 / -5.29" orbital_gap_ev="7.01 / 6.64" relative_energy_kcal_mol=51.52 total_charge=+1
C 0.5235 0.0638 -1.8766 -0.31 -0.13 -0.18 -0.26
C -0.6152 -0.5911 -2.3224 0.48 0.40 -0.27 0.02
C 0.5445 -0.0533 -0.4886 -0.56 -0.51 0.41 -0.09
C -0.6140 -0.7573 -0.1156 1.00 0.50 -1.15 0.24
C -0.4430 0.7002 2.0577 -1.18 -2.81 -1.13 0.82
C 1.4565 0.5537 0.5237 0.47 -0.66 -0.87 -0.24
N -1.3241 -1.0201 -1.2580 -0.37 -0.15 0.28 -0.49
N 0.7214 1.0706 1.6918 -0.02 0.74 0.80 -0.53
N -0.9568 -0.9587 1.1583 0.82 2.21 2.49 -0.50
F -0.9838 1.0562 3.1702 0.48 0.14 -0.29 -0.24
H 1.2514 0.5485 -2.4942 0.14 0.09 -0.19 0.25
H -0.9331 -0.7843 -3.3284 -0.09 -0.06 -0.11 0.24
H 2.1777 -0.1879 0.9000 -0.18 0.25 0.03 0.24
H 2.0181 1.3826 0.0795 -0.14 -0.12 0.22 0.25
H -2.1615 -1.5819 -1.3163 0.10 0.08 0.02 0.44
H 1.2734 1.7191 2.2651 -0.48 -0.13 -0.02 0.45
H -1.9351 -1.1601 1.3538 -0.15 0.17 -0.03 0.40

[6]
23
Properties=species:S:1:pos:R:3:forces:R:3:nbo_charge:R:1 method="wB97M-V/def2-TZVPD" spin_multiplicity=1 e_tot_ha=-384.5896 e_lumo_ev=0.89 orbital_gap_ev=9.37 relative_energy_kcal_mol=26.54 total_charge=0 smiles=CCc1c[nH]cn1.CC
C 0.5634 0.0875 3.3362 -0.42 1.57 -0.20 -0.61
C 1.0738 1.1521 2.3509 0.63 -1.76 -2.20 -0.42
C 0.8469 0.7758 0.8780 -1.16 1.32 -0.20 0.10
C 0.9658 -0.3671 0.1339 0.21 0.25 1.42 -0.14
N 0.7499 -0.0086 -1.1725 0.37 0.91 -0.54 -0.52
C 0.5502 1.3480 -1.1946 0.07 0.38 1.53 0.14
N 0.5270 1.8337 0.0261 0.79 -0.70 0.20 -0.47
H 1.1811 -0.8049 3.3418 0.11 0.08 0.39 0.21
H -0.4571 -0.1911 3.0889 -0.10 -0.16 -0.24 0.21
H 0.4625 0.6395 4.2731 0.44 -0.78 0.48 0.21
H 0.6873 2.1613 2.4669 -0.09 -0.15 0.24 0.23
H 2.1713 1.1814 2.2971 -0.07 0.37 1.02 0.21
H 1.3207 -1.3114 0.5248 -0.37 -0.20 -0.66 0.22
H 0.7050 -0.6080 -1.9678 0.17 -0.29 -0.20 0.42
H 0.6738 2.1104 -1.9466 -0.59 -0.84 -1.03 0.21
C -2.7064 -1.3243 -2.2898 1.24 0.19 1.00 -0.61
C -1.6594 -2.4469 -1.8293 -2.91 1.18 0.08 -0.62
H -2.2594 -0.8561 -3.1676 -0.53 0.14 -0.10 0.20
H -3.6792 -1.7510 -2.5098 0.00 0.01 -0.19 0.20
H -2.8479 -0.5376 -1.5299 0.09 -0.29 -0.29 0.21
H -2.3080 -3.3227 -1.9445 1.23 -0.51 -0.18 0.22
H -1.3814 -2.3676 -0.7795 0.16 0.13 -0.15 0.21
H -0.8457 -2.3067 -2.5059 0.74 -0.86 -0.19 0.19

[7]
20
Properties=species:S:1:pos:R:3:forces:R:3:nbo_charge:R:1 method="wB97M-V/def2-TZVPD" spin_multiplicity=1 e_tot_ha=-439.7983 e_lumo_ev=-3.53 orbital_gap_ev=10.92 relative_energy_kcal_mol=47.83 total_charge=+1
C 0.7705 2.0208 -0.6899 -4.62 -1.61 0.11 -0.64
C 0.2702 0.5148 -0.9599 1.88 -0.85 1.66 0.00
C -0.2879 -0.1443 0.2955 -0.51 0.84 2.12 -0.57
C -0.8080 -1.5511 0.1180 -3.81 -1.71 -1.45 0.78
O -0.1169 -2.2569 -0.8854 -0.51 -0.43 0.47 -0.78
O -1.9026 -1.9713 0.4971 3.41 1.10 -0.39 -0.51
N 1.5113 -0.4118 -1.4092 2.16 3.21 3.03 -0.73
H 0.4826 2.4020 0.3236 -0.15 -0.76 -0.75 0.25
H 1.7962 1.9903 -0.6360 2.48 0.75 -0.95 0.22
H 0.1097 2.5710 -1.4158 1.87 0.25 0.43 0.26
H -0.4132 0.3833 -1.7784 -0.29 0.32 -0.39 0.23
H 0.4612 -0.1259 1.2217 -1.63 0.26 -1.91 0.27
H -1.2538 0.4531 0.5489 1.87 -0.98 0.14 0.32
H -0.6254 -3.0419 -1.2198 0.27 0.86 0.90 0.54
H 1.2198 -1.3221 -1.6933 -0.53 -0.98 -0.24 0.47
H 1.9852 0.1220 -2.1634 0.12 -0.73 0.64 0.44
H 2.1952 -0.5359 -0.4753 -2.05 0.44 -3.39 0.45
H -1.5422 0.9747 3.7955 -0.49 -1.24 -1.17 0.48
H -2.0942 -0.3917 3.4541 -2.39 -4.87 2.73 0.47
O -1.7578 0.3211 3.0721 2.93 6.13 -1.60 -0.95

[8]
9
Properties=species:S:1:pos:R:3:forces:R:3:nbo_charge:R:1 method="wB97M-V/def2-TZVPD" spin_multiplicity=1 e_tot_ha=-209.1481 e_lumo_ev=0.86 orbital_gap_ev=10.63 relative_energy_kcal_mol=46.61 total_charge=0 smiles="NCC=O"
N -0.9618 -0.5806 -0.8513 3.21 -3.15 1.41 -0.79
C -0.2852 -0.0352 0.3875 -0.02 2.65 -0.53 -0.35
C 0.9934 0.8583 0.0704 -0.05 -1.96 -1.04 0.44
O 1.3891 1.8028 0.6669 -0.67 1.17 1.45 -0.51
H -1.6790 -1.2627 -0.5602 -0.39 1.01 0.28 0.36
H -0.2414 -1.3787 -0.9682 -1.02 1.42 -1.20 0.34
H -0.9550 0.7259 0.7631 -0.28 0.00 0.68 0.21
H 0.0443 -0.6821 1.2102 -0.34 -0.36 -0.33 0.20
H 1.6956 0.5523 -0.7183 -0.44 -0.78 -0.72 0.10